# 1
A structure of composition C28H28FeN6O10. Source: the Open Molecules 2025 dataset; level of theory: wB97M-V/def2-TZVPD.

Geometry as XYZ:
```
73
C28H28FeN6O10 (wB97M-V/def2-TZVPD)
Fe -0.287 0.164 -1.129
C -0.789 4.532 -1.623
O -0.757 4.386 -3.039
C 0.217 3.590 -3.584
C 0.842 4.066 -4.722
C 1.821 3.322 -5.373
C 2.188 2.097 -4.855
C 1.575 1.584 -3.708
C 2.043 0.302 -3.205
N 1.590 -0.243 -2.143
N 2.141 -1.468 -1.800
C 1.548 -1.912 -0.719
O 0.661 -1.253 -0.060
C 1.938 -3.248 -0.198
C 1.452 -3.673 1.033
C 1.801 -4.921 1.526
C 2.631 -5.753 0.790
C 3.112 -5.335 -0.445
C 2.767 -4.088 -0.938
C 0.535 2.312 -3.066
O -0.113 1.861 -2.028
H -1.325 5.461 -1.433
H -1.293 3.698 -1.139
H 0.225 4.611 -1.218
H 0.542 5.042 -5.083
H 2.293 3.708 -6.267
H 2.959 1.507 -5.336
H 2.823 -0.216 -3.760
H 0.791 -3.018 1.583
H 1.415 -5.249 2.483
H 2.894 -6.733 1.170
H 3.748 -5.988 -1.028
H 3.123 -3.747 -1.901
O -2.056 -2.858 -3.295
C -1.860 -2.027 -2.426
O -0.986 -1.079 -2.509
C -2.695 -2.105 -1.154
C -3.400 -3.262 -0.936
C -4.186 -3.411 0.209
C -4.291 -2.408 1.149
C -3.612 -1.229 0.920
C -2.782 -1.017 -0.224
O -2.138 0.072 -0.370
N -3.711 -0.210 1.958
O -3.617 0.964 1.650
O -3.999 -0.582 3.087
N -4.908 -4.652 0.433
O -5.609 -4.740 1.429
O -4.832 -5.522 -0.415
H -3.332 -4.049 -1.673
H -4.879 -2.539 2.043
C 2.317 1.927 4.298
C 1.805 2.969 3.308
N 0.665 2.547 2.510
C -0.673 2.745 3.060
C -1.201 1.567 3.871
C 0.817 1.814 1.364
C 2.200 1.642 0.808
N -0.161 1.274 0.740
H 3.224 2.284 4.788
H 2.553 0.991 3.791
H 1.580 1.709 5.069
H 2.612 3.275 2.642
H 1.500 3.872 3.842
H -1.360 2.967 2.243
H -0.638 3.651 3.670
H -1.108 0.636 3.308
H -2.258 1.700 4.095
H -0.659 1.457 4.810
H 2.608 2.609 0.509
H 2.166 0.989 -0.060
H 2.875 1.201 1.542
H -1.084 1.431 1.127
```

Results
HOMO level (alpha / beta)	-0.194 / -0.196	hartree
energy above the lowest of the compared OMol25 structures with the same formula, charge and spin	0.2089	eV
net charge	-1
multiplicity	6

# 2
A structure of composition C26H24HfN6O3S7. Source: the Open Molecules 2025 dataset; level of theory: wB97M-V/def2-TZVPD.

Geometry as XYZ:
```
67
C26H24HfN6O3S7 (wB97M-V/def2-TZVPD)
Hf 0.365 -0.488 0.521
C 1.285 2.372 5.020
C 1.299 2.986 3.780
C 0.568 2.447 2.727
C -0.171 1.288 2.916
C -0.180 0.667 4.164
C 0.542 1.212 5.209
N -0.835 0.676 1.807
C -2.187 0.439 1.894
C -3.051 1.073 2.805
C -4.396 0.791 2.785
C -4.950 -0.131 1.880
C -4.130 -0.780 0.996
C -2.755 -0.509 1.017
N -1.826 -1.147 0.210
N -2.194 -2.043 -0.584
C -1.130 -2.535 -1.354
C -1.399 -3.525 -2.284
C -0.367 -3.977 -3.083
C 0.898 -3.424 -2.938
C 1.088 -2.446 -1.983
N 0.097 -2.010 -1.200
H 1.855 2.790 5.840
H 1.872 3.891 3.625
H 0.551 2.937 1.762
H -0.725 -0.260 4.293
H 0.543 0.716 6.171
H -2.653 1.808 3.491
H -5.047 1.305 3.480
H -6.013 -0.324 1.885
H -4.509 -1.504 0.289
H -2.407 -3.905 -2.360
H -0.546 -4.750 -3.818
H 1.729 -3.746 -3.548
H 2.059 -1.993 -1.830
C 5.933 -0.298 -0.246
C 4.592 0.334 -0.384
C 4.213 1.619 -0.728
C 2.820 1.651 -0.644
N 2.360 0.439 -0.287
N 3.468 -0.336 -0.133
C 1.964 2.842 -0.902
H 6.702 0.370 -0.626
H 5.984 -1.237 -0.798
H 6.148 -0.514 0.801
H 4.860 2.440 -0.985
H 3.381 -1.278 0.267
H 2.573 3.742 -0.827
H 1.141 2.922 -0.195
H 1.527 2.797 -1.898
O 1.839 -0.811 2.048
S 1.542 -2.305 2.258
O 1.506 -2.696 3.626
O 0.155 -2.323 1.593
S 2.781 -3.302 1.102
C -0.371 2.615 -4.796
S -2.075 2.299 -4.280
C -2.025 2.889 -2.627
C -1.451 2.268 -1.571
S -0.586 0.761 -1.707
S -1.649 3.106 -0.047
C -2.565 4.468 -0.613
S -3.027 5.692 0.374
S -2.833 4.408 -2.312
H -0.316 2.363 -5.854
H 0.314 1.978 -4.239
H -0.118 3.665 -4.665
```

Results
HOMO level	-0.274	hartree
energy above the lowest of the compared OMol25 structures with the same formula, charge and spin	0.0000	eV
net charge	0

# 3
A structure of composition C49H51BClF6HgN10O3SbSe2Si at a distorted geometry. Source: the Open Molecules 2025 dataset; level of theory: wB97M-V/def2-TZVPD.

Geometry as XYZ:
```
126
C49H51BClF6HgN10O3SbSe2Si (wB97M-V/def2-TZVPD)
Hg -0.206 -0.272 0.906
C -0.184 -3.982 -0.836
C 0.900 -3.593 0.101
C 2.045 -4.353 0.362
C 2.705 -3.682 1.361
N 1.993 -2.588 1.665
N 0.895 -2.518 0.884
B 2.277 -1.521 2.725
N 2.731 -0.225 2.014
C 3.962 0.309 2.076
C 3.913 1.571 1.540
C 2.581 1.751 1.148
C 2.035 3.027 0.628
N 1.892 0.642 1.413
N 0.982 -1.263 3.532
C 0.811 -1.465 4.848
C -0.461 -1.070 5.193
C -1.041 -0.625 4.001
C -2.408 -0.094 3.804
N -0.160 -0.767 3.017
N 3.376 -1.912 3.711
C 3.816 -1.108 4.709
C 4.809 -1.773 5.388
C 4.922 -3.007 4.724
C 5.851 -4.134 5.020
N 4.056 -3.066 3.727
H -0.829 -4.719 -0.359
H 0.245 -4.443 -1.722
H -0.772 -3.116 -1.114
H 2.341 -5.261 -0.121
H 3.614 -3.904 1.882
H 4.790 -0.229 2.490
H 4.702 2.289 1.459
H 2.809 3.788 0.675
H 1.196 3.336 1.246
H 1.686 2.941 -0.396
H 1.584 -1.871 5.469
H -0.905 -1.075 6.165
H -2.987 -0.211 4.716
H -2.889 -0.615 2.978
H -2.366 0.965 3.559
H 3.397 -0.135 4.869
H 5.370 -1.427 6.232
H 6.495 -3.879 5.858
H 6.469 -4.354 4.150
H 5.287 -5.033 5.264
Se -3.610 -2.158 -0.322
Se -5.078 -1.075 1.047
C -4.409 0.738 1.001
C -5.344 1.759 1.096
C -4.896 3.062 0.982
C -3.540 3.282 0.803
C -2.690 2.188 0.770
N -3.115 0.933 0.860
C -2.879 -3.403 0.955
C -3.065 -4.770 0.772
C -2.475 -5.633 1.679
C -1.743 -5.093 2.730
C -1.651 -3.714 2.832
N -2.202 -2.885 1.961
H -6.386 1.514 1.241
H -5.594 3.883 1.026
H -3.135 4.274 0.698
H -1.623 2.310 0.667
H -3.647 -5.126 -0.068
H -2.566 -6.706 1.565
H -1.258 -5.728 3.454
H -1.115 -3.253 3.651
C 0.330 -0.979 -5.525
C 0.060 -1.639 -4.171
C 1.413 -2.051 -3.582
C -0.767 -2.910 -4.390
Si -0.923 -0.586 -2.898
O -0.872 -1.034 -1.431
C -2.499 0.267 -3.521
C -3.138 1.117 -2.621
C -4.243 1.861 -2.986
C -4.740 1.775 -4.275
C -4.152 0.896 -5.169
C -3.050 0.147 -4.794
C 1.465 1.404 -3.140
C 2.412 1.015 -2.199
C 3.747 1.300 -2.423
C 4.146 1.969 -3.571
C 3.202 2.334 -4.516
C 1.865 2.057 -4.302
H 0.916 -1.662 -6.142
H 0.892 -0.056 -5.402
H -0.589 -0.759 -6.061
H 1.866 -2.828 -4.199
H 1.300 -2.431 -2.574
H 2.092 -1.204 -3.542
H -0.252 -3.584 -5.075
H -1.750 -2.684 -4.799
H -0.918 -3.425 -3.446
H -2.751 1.194 -1.619
H -4.710 2.510 -2.259
H -5.582 2.383 -4.580
H -4.550 0.794 -6.169
H -2.623 -0.541 -5.511
H 2.089 0.517 -1.297
H 4.482 0.988 -1.697
H 5.186 2.216 -3.724
H 3.505 2.845 -5.419
H 1.122 2.358 -5.022
F -0.313 2.106 2.728
Sb -0.442 3.554 3.983
F -0.451 2.288 5.410
F 1.467 3.638 4.033
F -2.356 3.443 3.908
F -0.525 4.765 2.496
F -0.551 5.002 5.226
Cl -1.128 7.718 -3.340
C -0.992 6.054 -2.886
C -1.065 5.070 -3.867
C -0.913 3.751 -3.523
C -0.652 3.374 -2.181
C -0.671 4.397 -1.195
C -0.830 5.713 -1.545
C -0.294 2.055 -1.818
O 0.099 1.210 -2.941
O -0.113 1.604 -0.672
H -1.232 5.356 -4.895
H -1.019 2.987 -4.279
H -0.503 4.133 -0.164
H -0.805 6.481 -0.788
```

Results
HOMO level (alpha / beta)	-0.122 / -0.223	hartree
net charge	-1
multiplicity	2

# 4
An isolated molecule of C6H10O. Source: the Open Molecules 2025 dataset; level of theory: wB97M-V/def2-TZVPD.

Geometry as XYZ:
```
17
C6H10O (wB97M-V/def2-TZVPD)
C 0.399 1.583 -0.088
C 1.476 0.857 0.201
C 1.579 -0.645 0.135
O 0.651 -1.248 -0.736
C -0.604 -1.498 -0.149
C -1.386 -0.232 0.252
C -0.969 1.061 -0.464
H 0.497 2.669 -0.044
H 2.397 1.367 0.487
H 1.493 -1.083 1.146
H 2.569 -0.920 -0.245
H -0.480 -2.139 0.742
H -1.151 -2.088 -0.891
H -1.275 -0.064 1.330
H -2.454 -0.407 0.068
H -1.040 0.957 -1.554
H -1.701 1.831 -0.188
```

Results
HOMO level	-0.339	hartree
energy above the lowest of the compared OMol25 structures with the same formula, charge and spin	0.6610	eV
net charge	0
SMILES	C1=CCOCCC1

# 5
A cluster of 2 separate species, C5H9IN4 in total at a distorted geometry. Source: the Open Molecules 2025 dataset; level of theory: wB97M-V/def2-TZVPD.

Geometry as XYZ:
```
19
C5H9IN4 (wB97M-V/def2-TZVPD)
C -1.300 -2.996 1.674
C 2.684 4.453 -3.581
C 1.580 2.999 -1.964
C -0.127 1.681 -0.858
C -0.272 -4.209 1.642
N -1.043 -1.892 1.194
N 1.872 3.874 -2.835
N 0.327 2.748 -1.625
N -0.688 -0.852 0.978
I 3.540 3.881 -5.314
H -2.177 -3.244 2.146
H 2.480 5.591 -3.585
H 2.426 2.341 -1.516
H 0.459 0.898 -0.341
H -0.835 -4.875 0.990
H -0.238 -4.743 2.611
H 0.671 -3.863 1.222
H -0.476 3.250 -2.121
H -1.224 1.550 -0.779
```

Results
HOMO level (alpha / beta)	-0.584 / -0.521	hartree
energy above the lowest of the compared OMol25 structures with the same formula, charge and spin	3.8342	eV
net charge	+2

# 6
The ion C2H9NOP with charge +1 at a distorted geometry. Source: the Open Molecules 2025 dataset; level of theory: wB97M-V/def2-TZVPD.

Geometry as XYZ:
```
14
C2H9NOP (wB97M-V/def2-TZVPD)
N -1.840 0.038 -0.489
C -0.550 -0.559 -1.013
C 0.594 -0.849 0.124
P 1.029 0.637 1.240
O 1.407 2.118 0.348
H -2.536 0.051 -1.292
H -2.279 -0.543 0.263
H -0.727 -1.595 -1.579
H -0.101 0.194 -1.795
H 1.590 -1.128 -0.472
H 0.351 -1.798 0.782
H 0.073 0.881 2.316
H 2.284 0.283 1.919
H 0.705 2.269 -0.352
```

Results
HOMO level	-0.511	hartree
energy above the lowest of the compared OMol25 structures with the same formula, charge and spin	1.2918	eV
net charge	+1

> Look up the net charge of the third one.

-1